(1)
Formula: C43H38F5MoN4O4PS3
Source: the Open Molecules 2025 dataset
Level of theory: the ωB97M-V functional and the def2-TZVPD basis

Positions of all 99 atoms, in Å:
Mo1 1.287 1.426 -0.094
C1 1.908 2.357 4.069
C2 1.945 1.806 2.661
N1 0.814 1.677 1.932
N2 -0.299 2.297 2.330
C3 -1.174 1.530 3.068
O1 -0.881 0.390 3.435
C4 -2.458 2.336 3.318
C5 -3.679 1.809 2.880
C6 -4.869 2.449 3.305
C7 -4.814 3.557 4.153
C8 -3.562 4.024 4.598
C9 -2.421 3.474 4.137
C10 3.182 1.382 2.098
C11 4.377 1.412 2.859
C12 5.574 1.073 2.218
C13 5.638 0.811 0.849
C14 4.441 0.777 0.146
N3 3.291 1.142 0.746
H1 2.570 1.801 4.760
H2 2.187 3.433 4.047
H3 0.883 2.309 4.395
H4 -3.707 0.948 2.202
H5 -5.824 2.026 2.966
H6 -5.766 4.033 4.517
H7 -3.597 4.918 5.216
H8 -1.450 3.944 4.343
H9 4.408 1.577 3.911
H10 6.478 1.027 2.812
H11 6.582 0.565 0.378
H12 4.366 0.517 -0.914
C15 1.106 -1.039 -7.000
C16 1.997 -1.519 -5.884
O2 1.559 -1.017 -4.582
P1 1.426 0.579 -4.217
S1 -0.368 1.357 -4.465
S2 2.083 0.705 -2.200
O3 2.564 1.149 -5.236
C17 2.930 2.553 -5.381
C18 4.394 2.698 -5.048
H13 1.637 -0.995 -7.942
H14 0.727 -0.058 -6.739
H15 0.205 -1.697 -7.166
H16 3.034 -1.105 -6.041
H17 1.971 -2.628 -5.778
H18 2.299 3.174 -4.688
H19 2.737 2.778 -6.442
H20 4.631 2.395 -4.048
H21 4.677 3.758 -5.194
H22 4.985 2.110 -5.752
F1 -2.989 7.161 1.504
C19 -2.146 6.208 1.110
C20 -2.701 5.055 0.529
F2 -4.036 4.838 0.603
C21 -1.798 4.120 0.099
F3 -2.215 2.968 -0.415
C22 -0.422 4.347 0.092
S3 0.706 3.376 -0.872
C23 0.062 5.414 0.800
F4 1.382 5.668 0.951
C24 -0.806 6.382 1.331
F5 -0.307 7.427 2.027
N4 -5.901 -4.762 -2.627
C25 -5.432 -3.808 -2.123
C26 -4.762 -2.623 -1.581
C27 -4.580 -1.392 -2.299
C28 -3.696 -0.397 -1.863
C29 -2.772 -0.744 -0.843
C30 -3.028 -1.887 -0.061
C31 -4.031 -2.785 -0.368
C32 -1.586 -0.129 -0.370
C33 -0.442 0.352 -0.163
H23 -5.215 -1.158 -3.150
H24 -3.787 0.578 -2.354
H25 -2.422 -2.037 0.830
H26 -4.256 -3.607 0.311
C34 -2.361 -5.987 -0.333
C35 -1.215 -5.233 0.286
C36 -1.157 -5.079 1.677
C37 0.063 -4.835 2.340
C38 0.090 -4.735 3.857
C39 1.290 -4.818 1.622
C40 2.579 -5.104 2.330
O4 2.897 -6.221 2.744
C41 1.189 -4.666 0.208
C42 2.348 -4.174 -0.633
C43 -0.050 -4.908 -0.441
H27 -3.327 -5.442 -0.180
H28 -2.474 -6.967 0.182
H29 -2.170 -6.070 -1.424
H30 -2.091 -5.130 2.314
H31 -0.851 -4.347 4.223
H32 0.864 -3.973 4.115
H33 0.376 -5.735 4.272
H34 3.277 -4.217 2.378
H35 3.072 -3.596 -0.019
H36 1.972 -3.463 -1.376
H37 2.871 -4.947 -1.226
H38 -0.032 -4.941 -1.555

- 2S+1 = 4
- HOMO (alpha / beta) (eV) = -3.6122 / -5.3887
- ΔE to the lowest compared entry with this formula, charge and spin (kJ/mol) = 47.11
- charge = -1
- frontier orbital gap (alpha / beta) (eV) = 4.82 / 6.65

Mulliken atomic charge list, values in e, 8 entries: -0.57 -1.54 0.50 0.10 0.00 -0.40 -0.72 0.59

(2)
Formula: C43H38N10O3PPdS
Source: the Open Molecules 2025 dataset
Level of theory: the ωB97M-V functional and the def2-TZVPD basis

Positions of all 97 atoms, in Å:
Pd1 -0.060 -1.149 0.915
O1 -0.366 -3.210 -2.097
S1 0.163 -4.023 -1.009
O2 0.762 -5.294 -1.300
N1 1.060 -3.048 -0.187
C1 1.898 -3.549 0.811
C2 1.866 -4.831 1.411
C3 2.717 -5.126 2.481
C4 3.583 -4.205 3.002
C5 3.648 -2.928 2.435
C6 4.579 -1.961 2.937
C7 4.699 -0.780 2.279
C8 4.052 -0.620 1.043
N2 3.161 -1.502 0.551
C9 2.940 -2.652 1.261
C10 -1.347 -4.551 -0.075
C11 -2.468 -3.698 0.021
C12 -3.641 -4.172 0.544
C13 -3.726 -5.416 1.129
C14 -2.624 -6.261 1.062
C15 -1.445 -5.818 0.504
H1 1.170 -5.597 1.131
H2 2.632 -6.149 2.967
H3 4.252 -4.458 3.804
H4 5.124 -2.178 3.846
H5 5.393 0.003 2.608
H6 4.190 0.274 0.420
H7 -2.409 -2.669 -0.320
H8 -4.515 -3.567 0.581
H9 -4.633 -5.712 1.648
H10 -2.699 -7.287 1.394
H11 -0.592 -6.456 0.396
C16 0.763 2.956 0.600
N3 1.968 2.955 -0.266
C17 2.660 1.940 -0.813
N4 3.728 2.438 -1.441
C18 3.593 3.775 -1.223
N5 2.562 4.134 -0.528
C19 -0.150 4.018 0.104
C20 -0.377 5.115 0.903
C21 -1.069 6.213 0.364
C22 -1.479 6.202 -0.947
C23 -1.234 5.073 -1.735
C24 -0.576 3.968 -1.189
C25 -1.718 4.978 -3.078
N6 -2.186 5.847 -3.909
N7 -2.471 5.072 -5.092
C26 -2.152 3.847 -4.841
O3 -1.720 3.696 -3.587
C27 -2.207 2.594 -5.611
C28 -2.484 2.459 -6.961
C29 -2.369 1.195 -7.519
C30 -2.007 0.086 -6.779
C31 -1.690 0.240 -5.432
C32 -1.235 -0.936 -4.595
N8 -1.091 -0.550 -3.197
C33 0.007 -0.192 -2.541
N9 -0.306 0.311 -1.353
C34 -1.692 0.114 -1.299
N10 -2.206 -0.385 -2.424
C35 -1.809 1.465 -4.864
H12 1.068 3.183 1.627
H13 0.331 1.971 0.595
H14 2.462 0.848 -0.657
H15 4.288 4.551 -1.569
H16 0.107 5.182 1.876
H17 -1.285 7.076 1.009
H18 -2.005 7.044 -1.405
H19 -0.278 3.109 -1.823
H20 -2.790 3.340 -7.506
H21 -2.533 0.993 -8.559
H22 -1.913 -0.905 -7.201
H23 -0.238 -1.269 -4.871
H24 -1.954 -1.764 -4.733
H25 0.960 -0.203 -2.989
H26 -2.301 0.348 -0.451
H27 -1.639 1.598 -3.810
C36 -2.368 -0.583 3.383
P1 -0.653 -0.853 2.885
C37 -0.296 -2.377 3.913
C38 0.104 0.432 3.881
C39 1.523 0.416 3.887
C40 2.304 1.390 4.540
C41 1.652 2.383 5.273
C42 0.274 2.535 5.163
C43 -0.467 1.568 4.467
H28 -2.636 0.442 3.002
H29 -2.395 -0.546 4.466
H30 -3.006 -1.355 2.889
H31 -0.347 -2.079 4.975
H32 0.731 -2.636 3.683
H33 -0.978 -3.168 3.606
H34 1.982 -0.317 3.258
H35 3.393 1.358 4.450
H36 2.190 3.122 5.820
H37 -0.182 3.421 5.553
H38 -1.522 1.706 4.436

- HOMO (eV) = -4.2225
- ΔE to the lowest compared entry with this formula, charge and spin (kJ/mol) = 0.00
- charge = -1
- frontier orbital gap (eV) = 6.13

Mulliken atomic charge list, values in e, 8 entries: 0.46 -0.53 0.75 -0.73 -0.71 0.76 -0.17 -0.88

(3)
Formula: C43H39Ge
Source: the Open Molecules 2025 dataset
Level of theory: the ωB97M-V functional and the def2-TZVPD basis

Positions of all 83 atoms, in Å:
C1 -2.800 0.115 3.928
C2 -1.668 -0.849 3.995
C3 -1.908 -2.146 4.105
C4 -0.274 -0.345 3.855
Ge1 0.259 -0.195 1.944
C5 -1.190 -0.823 0.828
C6 -2.127 0.070 0.356
C7 -3.186 -0.382 -0.411
C8 -3.302 -1.727 -0.701
C9 -2.363 -2.621 -0.223
C10 -1.309 -2.166 0.548
C11 0.663 1.641 1.480
C12 1.591 1.906 0.497
C13 1.881 3.214 0.151
C14 1.235 4.255 0.790
C15 0.296 3.987 1.768
C16 0.008 2.679 2.108
C17 1.827 -1.283 1.625
C18 2.032 -1.865 0.392
C19 3.150 -2.649 0.175
C20 4.065 -2.842 1.191
C21 3.868 -2.243 2.420
C22 2.749 -1.459 2.634
H1 -2.447 1.140 3.810
H2 -3.454 -0.107 3.082
H3 -3.402 0.073 4.836
H4 -1.110 -2.861 4.120
H5 -2.909 -2.522 4.181
H6 -0.163 0.631 4.328
H7 0.423 -1.019 4.356
H8 -2.030 1.115 0.597
H9 -3.924 0.315 -0.774
H10 -4.127 -2.081 -1.299
H11 -2.455 -3.672 -0.444
H12 -0.579 -2.855 0.939
H13 2.089 1.087 0.005
H14 2.610 3.422 -0.615
H15 1.461 5.276 0.525
H16 -0.210 4.798 2.266
H17 -0.726 2.462 2.866
H18 1.313 -1.708 -0.395
H19 3.305 -3.113 -0.786
H20 4.935 -3.458 1.026
H21 4.583 -2.388 3.214
H22 2.592 -0.980 3.586
C23 -4.645 4.537 12.290
C24 -3.819 3.497 12.674
C25 -3.629 2.417 11.844
C26 -4.289 2.342 10.609
C27 -4.104 1.200 9.707
C28 -2.809 0.657 9.553
C29 -2.502 -0.492 8.883
C30 -1.174 -1.005 8.697
C31 -0.972 -2.085 7.827
C32 0.287 -2.590 7.610
C33 1.377 -2.045 8.264
C34 1.202 -0.977 9.125
C35 -0.054 -0.460 9.342
C36 -5.266 0.663 8.989
C37 -5.195 0.318 7.633
C38 -6.297 -0.168 6.971
C39 -7.495 -0.333 7.641
C40 -7.595 0.013 8.976
C41 -6.502 0.516 9.642
C42 -5.142 3.397 10.249
C43 -5.302 4.484 11.076
H23 -4.790 5.382 12.944
H24 -3.325 3.530 13.631
H25 -2.997 1.600 12.150
H26 -2.007 1.215 9.996
H27 -3.307 -1.064 8.459
H28 -1.819 -2.501 7.310
H29 0.428 -3.395 6.908
H30 2.365 -2.446 8.093
H31 2.059 -0.537 9.610
H32 -0.170 0.372 10.013
H33 -4.270 0.480 7.106
H34 -6.228 -0.406 5.922
H35 -8.354 -0.724 7.120
H36 -8.530 -0.114 9.497
H37 -6.577 0.788 10.681
H38 -5.636 3.362 9.293
H39 -5.936 5.300 10.770

- HOMO (eV) = -10.5118
- charge = +1
- frontier orbital gap (eV) = 5.15

Mulliken atomic charge list, values in e, 8 entries: -1.01 1.31 -1.54 -1.10 1.74 -0.20 -0.30 -0.70

(4)
Formula: C43H40AsN9O3SYb
Source: the Open Molecules 2025 dataset
Level of theory: the ωB97M-V functional and the def2-TZVPD basis

Positions of all 98 atoms, in Å:
Yb1 -1.854 1.258 0.563
C1 -0.481 -1.300 4.215
C2 -1.316 -0.567 3.222
N1 -0.974 0.512 2.641
N2 0.270 1.067 2.849
C3 0.349 2.210 2.189
O1 -0.656 2.749 1.584
C4 1.657 2.910 2.151
C5 1.773 4.092 1.424
C6 2.997 4.742 1.343
C7 4.107 4.217 1.994
C8 3.993 3.039 2.724
C9 2.774 2.385 2.802
C10 -2.620 -1.113 2.747
C11 -3.034 -2.395 3.054
C12 -4.198 -2.888 2.476
C13 -4.936 -2.067 1.645
C14 -4.475 -0.778 1.424
N3 -3.339 -0.310 1.942
H1 0.444 -0.756 4.379
H2 -0.245 -2.304 3.853
H3 -1.010 -1.403 5.165
H4 0.899 4.489 0.925
H5 3.085 5.659 0.771
H6 5.060 4.729 1.939
H7 4.858 2.629 3.231
H8 2.673 1.466 3.365
H9 -2.442 -3.014 3.716
H10 -4.520 -3.904 2.673
H11 -5.845 -2.410 1.169
H12 -5.029 -0.091 0.798
C15 4.513 -3.334 -3.081
O2 3.322 -2.595 -3.328
C16 2.158 -3.281 -3.291
C17 1.007 -2.563 -3.630
C18 -0.231 -3.169 -3.588
C19 -0.346 -4.513 -3.211
C20 0.804 -5.233 -2.945
C21 2.055 -4.625 -2.958
N4 -1.584 -5.254 -3.182
N5 -2.660 -4.731 -2.843
C22 -2.719 -3.406 -2.291
C23 -3.710 -2.580 -2.743
C24 -3.835 -1.249 -2.301
C25 -2.966 -0.723 -1.378
O3 -3.026 0.522 -0.942
C26 -1.956 -1.597 -0.849
N6 -1.094 -1.060 0.073
C27 -0.169 -1.830 0.602
C28 -0.073 -3.203 0.333
C29 -0.932 -3.758 -0.577
C30 -1.862 -2.942 -1.259
H13 5.335 -2.634 -3.189
H14 4.635 -4.140 -3.805
H15 4.520 -3.750 -2.070
H16 1.116 -1.527 -3.934
H17 -1.111 -2.612 -3.882
H18 0.711 -6.287 -2.705
H19 2.934 -5.212 -2.728
H20 -4.375 -2.961 -3.511
H21 -4.616 -0.607 -2.694
H22 0.518 -1.354 1.300
H23 0.669 -3.802 0.844
H24 -0.912 -4.824 -0.769
C31 -4.579 5.474 2.306
As1 -3.501 3.884 2.241
C32 -2.140 4.261 3.546
C33 -4.632 2.573 3.078
S1 -3.208 3.553 0.161
H25 -4.901 5.695 3.320
H26 -5.438 5.325 1.660
H27 -3.987 6.295 1.914
H28 -2.643 4.778 4.360
H29 -1.377 4.894 3.105
H30 -1.689 3.340 3.899
H31 -5.078 3.027 3.961
H32 -4.055 1.699 3.358
H33 -5.407 2.294 2.373
N7 8.025 -1.091 -3.558
C34 7.046 -0.585 -3.225
C35 5.796 0.016 -2.815
C36 5.031 -0.596 -1.828
C37 3.812 -0.060 -1.465
C38 3.342 1.085 -2.093
C39 4.114 1.715 -3.056
C40 5.340 1.184 -3.414
N8 2.053 1.599 -1.757
C41 1.513 2.827 -2.104
C42 0.258 2.844 -1.599
N9 0.004 1.643 -0.959
C43 1.096 0.931 -1.075
H34 5.393 -1.493 -1.345
H35 3.237 -0.545 -0.687
H36 3.762 2.611 -3.550
H37 5.942 1.672 -4.169
H38 2.056 3.580 -2.650
H39 -0.484 3.623 -1.660
H40 1.214 -0.075 -0.713

- 2S+1 = 2
- HOMO (alpha / beta) (eV) = -9.7782 / -9.7792
- ΔE to the lowest compared entry with this formula, charge and spin (kJ/mol) = 42.96
- charge = +1
- frontier orbital gap (alpha / beta) (eV) = 6.68 / 6.68

Mulliken atomic charge list, values in e, 8 entries: 0.21 -1.97 0.26 1.54 -1.39 -0.08 -0.18 0.54

(5)
Formula: C43H40BrN4P2S2SeV
Source: the Open Molecules 2025 dataset
Level of theory: the ωB97M-V functional and the def2-TZVPD basis

Positions of all 94 atoms, in Å:
V1 -2.040 -0.453 -0.495
S1 -1.742 2.721 1.333
P1 -0.311 1.360 1.397
C1 -0.863 -0.256 1.006
P2 -0.919 -1.674 1.979
S2 -2.012 -3.042 1.044
C2 -1.630 -1.374 3.615
C3 -2.362 -0.217 3.846
C4 -3.010 -0.032 5.061
C5 -2.936 -1.002 6.046
C6 -2.226 -2.175 5.810
C7 -1.588 -2.364 4.597
C8 0.780 -2.286 2.219
C9 1.434 -2.306 3.444
C10 2.747 -2.755 3.536
C11 3.417 -3.182 2.402
C12 2.769 -3.160 1.171
C13 1.461 -2.717 1.080
C14 1.040 1.812 0.260
C15 1.820 0.846 -0.359
C16 2.905 1.223 -1.143
C17 3.196 2.565 -1.332
C18 2.406 3.536 -0.725
C19 1.339 3.162 0.074
C20 0.584 1.377 2.990
C21 1.843 0.795 3.110
C22 2.517 0.824 4.321
C23 1.938 1.436 5.424
C24 0.687 2.027 5.310
C25 0.018 2.004 4.096
H1 -2.449 0.545 3.079
H2 -3.578 0.875 5.227
H3 -3.439 -0.858 6.994
H4 -2.179 -2.947 6.567
H5 -1.068 -3.297 4.409
H6 0.938 -1.946 4.335
H7 3.241 -2.762 4.499
H8 4.439 -3.532 2.473
H9 3.281 -3.503 0.281
H10 0.965 -2.706 0.114
H11 1.580 -0.204 -0.238
H12 3.525 0.465 -1.603
H13 4.041 2.857 -1.945
H14 2.627 4.587 -0.868
H15 0.711 3.910 0.543
H16 2.311 0.313 2.259
H17 3.494 0.365 4.402
H18 2.464 1.459 6.371
H19 0.234 2.514 6.164
H20 -0.948 2.483 3.987
Br1 -1.748 6.794 -2.459
C26 -1.967 4.918 -2.330
C27 -0.845 4.105 -2.317
C28 -1.004 2.734 -2.210
C29 -2.279 2.194 -2.127
C30 -3.399 3.012 -2.129
C31 -3.242 4.386 -2.233
N1 -2.396 0.786 -1.981
C32 -3.170 0.130 -2.835
C33 -3.127 -1.295 -2.863
C34 -3.753 -2.037 -3.875
C35 -3.472 -3.374 -3.996
C36 -2.559 -3.957 -3.112
C37 -2.014 -3.191 -2.110
N2 -2.313 -1.891 -1.949
H21 0.144 4.539 -2.370
H22 -0.153 2.068 -2.158
H23 -4.386 2.584 -2.009
H24 -4.105 5.036 -2.221
H25 -3.763 0.665 -3.569
H26 -4.418 -1.535 -4.565
H27 -3.931 -3.962 -4.780
H28 -2.279 -4.997 -3.189
H29 -1.333 -3.595 -1.377
C38 3.544 -2.763 -3.158
N3 3.398 -1.461 -3.778
C39 4.417 -0.708 -4.326
C40 3.865 0.447 -4.752
N4 2.517 0.385 -4.461
C41 1.563 1.450 -4.709
C42 2.226 -0.784 -3.847
Se1 0.596 -1.368 -3.217
H30 4.526 -3.155 -3.412
H31 2.763 -3.426 -3.523
H32 3.444 -2.673 -2.076
H33 5.429 -1.067 -4.372
H34 4.299 1.300 -5.242
H35 1.935 2.060 -5.529
H36 1.449 2.062 -3.816
H37 0.602 1.011 -4.966
C43 -3.881 -0.219 0.346
H38 -4.630 -0.292 -0.452
H39 -3.938 0.771 0.807
H40 -4.062 -0.997 1.085

- 2S+1 = 3
- HOMO (alpha / beta) (eV) = -6.4461 / -7.4184
- ΔE to the lowest compared entry with this formula, charge and spin (kJ/mol) = 94.85
- frontier orbital gap (alpha / beta) (eV) = 5.92 / 6.54

Mulliken atomic charge list, values in e, 8 entries: -1.19 -0.33 1.41 0.01 1.96 -0.58 0.39 -0.19

It is found that the M values, taken in the order of the records, are 992.9; 912.3; 628.4; 1010.9; 948.7 u.
It is found that the DFT total energy values, taken in the order of the records, are -4284.7507; -3302.1544; -3738.6034; -6173.7132; -9280.1773 Ha.